ORCA calculation (ωB97M-V with the def2-TZVPD basis set) on a 3-piece molecular cluster, C12H23FN2O4S3 overall.

Geometry (Å):
N  3.4346  -1.1401  1.6551
N  3.5372  -0.4838  0.4080
C  3.7008  0.9858  0.5380
C  2.2190  1.6194  0.6416
C  1.2019  0.5817  0.0392
C  1.1924  0.4296  -1.4119
C  0.2783  -0.5659  -1.9727
C  -0.5649  -1.3362  -1.0830
C  -0.5730  -1.1448  0.3593
C  0.3418  -0.1539  0.9610
S  4.6806  -1.1819  -0.6230
O  4.5036  -0.7062  -1.9860
O  4.5100  -2.6240  -0.6154
F  6.1990  -0.8248  -0.1164
H  2.6609  -1.8094  1.5352
H  4.2697  -1.7047  1.8309
H  4.1071  1.3437  -0.4500
H  4.3493  1.2802  1.4001
H  2.0231  1.8086  1.7247
H  2.1518  2.6058  0.1136
H  1.8679  1.0622  -2.0310
H  0.2900  -0.7011  -3.0798
H  -1.2288  -2.0993  -1.5353
H  -1.2333  -1.7221  1.0404
H  0.3690  -0.0092  2.0582
C  -5.3674  -2.2857  -3.8412
S  -4.2531  -2.3238  -2.4247
O  -3.0033  -1.6188  -2.8220
C  -3.9203  -4.0940  -2.4967
H  -5.6750  -1.2541  -4.0079
H  -4.8535  -2.6595  -4.7279
H  -6.2466  -2.8960  -3.6298
H  -3.4976  -4.3533  -3.4684
H  -4.8463  -4.6457  -2.3290
H  -3.2054  -4.3411  -1.7124
C  -1.0899  4.1545  1.9386
S  0.0872  3.5174  3.1443
O  0.3170  2.0798  2.8222
C  -1.0322  3.5826  4.5545
H  -0.6089  4.1641  0.9610
H  -1.9704  3.5115  1.9035
H  -1.3760  5.1711  2.2116
H  -1.9165  2.9759  4.3548
H  -1.3197  4.6177  4.7433
H  -0.5103  3.1878  5.4255

The total charge is 0. The calculation puts the total energy at -59205.880 eV.